No. 1
Below is a cluster of 6 separate species, C24H36O18 in total at a distorted geometry, with properties calculated with wB97M-V/def2-TZVPD.

```
! wB97M-V def2-TZVPD RIJCOSX def2/J DEFGRID3
* xyz 1 2
H -3.50 -3.93 1.97
H 2.37 0.31 -4.13
C -4.27 2.33 -4.87
H 0.74 2.71 -2.42
H 1.19 1.40 1.47
O -0.70 0.97 -0.98
H 6.04 1.18 3.79
C 5.20 0.47 3.78
H 0.14 2.84 1.10
O -5.28 2.94 -5.27
O 0.47 -3.75 3.98
C 3.59 2.95 -3.67
C -1.29 0.50 0.08
H 4.75 -0.19 -1.59
C 0.71 2.96 -1.36
O -4.16 -4.34 -0.08
C 0.15 -2.53 4.58
H 5.16 -0.25 4.59
H 1.34 0.98 -0.79
C -5.45 -4.15 -0.41
H -6.29 -1.55 2.04
C 3.19 0.89 -4.55
H -2.53 -2.10 4.35
O -0.13 -4.99 2.05
H 3.81 1.41 5.68
H 1.08 -2.01 4.79
H 0.02 -1.06 2.95
O -3.96 2.18 -3.62
C 3.98 -0.20 -2.35
C -0.85 1.89 -5.32
H 5.14 0.54 -4.03
H 3.79 -1.17 -2.81
H -0.75 2.88 -4.87
C 4.24 0.83 -3.48
C -4.71 -2.39 0.97
C 4.08 -0.22 1.92
C -3.66 -3.48 0.99
O 5.24 -0.29 2.60
H 1.50 3.57 -0.91
H 2.21 1.78 4.82
C -2.63 1.67 -3.55
C -5.41 -2.15 2.27
O -0.74 0.99 1.22
H -0.23 3.49 -1.27
H -2.71 -3.16 0.55
C 4.00 1.26 3.62
H 0.00 1.29 -5.01
H -4.32 -1.44 0.62
O 2.86 2.29 -4.60
O -6.18 -4.91 -1.05
H 2.80 0.13 5.03
O 3.32 0.64 2.54
H 4.25 2.26 3.26
H -0.47 -2.72 5.45
C 0.38 1.81 0.86
O -2.24 -0.31 0.02
C 3.11 1.17 4.88
C -1.92 -1.31 3.91
O 4.30 2.12 -2.97
H -4.69 -1.50 2.77
H -0.80 2.04 -6.40
H -2.56 0.83 -2.87
H -2.57 -0.92 3.12
O 3.56 4.19 -3.57
O -0.83 -2.76 2.49
C -2.22 1.32 -4.97
H 3.04 0.03 -1.85
C -0.58 -1.77 3.51
H -2.25 0.23 -5.08
C 0.50 1.65 -0.64
C -0.16 -3.95 2.76
H -1.87 2.35 -3.15
H -5.80 -3.08 2.69
H -1.81 -0.42 4.53
H 3.51 0.39 -5.46
O 3.77 -0.83 0.87
O -3.26 2.10 -5.61
O -5.78 -2.93 0.08
*
```

For the HOMO energy (alpha / beta), the calculation gives -0.440 / -0.440 Ha. The value obtained for the HOMO-LUMO gap (alpha / beta) is 8.48 / 1.98 eV. Its relative energy (zero: lowest compared OMol25 entry of this formula, charge and spin) is 13.8 kcal/mol. Its lowest unoccupied orbital energy (alpha / beta) is -3.5 / -10.0 eV. Its expectation value of S² is 0.757. As for the total energy: -62315.079 eV.

No. 2
Below is a structure of composition C3H9NO2Si at a distorted geometry, with properties calculated with wB97M-V/def2-TZVPD.

```
! wB97M-V def2-TZVPD RIJCOSX def2/J DEFGRID3
* xyz 0 3
H 2.58 1.32 1.08
O 1.83 1.35 0.54
C -0.20 0.38 -1.26
H 2.92 -1.62 -0.89
O 2.73 -1.29 0.00
H -1.43 1.56 0.31
H -2.40 0.66 -0.99
H -2.18 -0.27 1.40
H 0.22 1.32 -1.87
C -1.41 -0.52 0.61
H 0.02 -1.13 1.88
Si 1.01 0.03 0.15
H -1.69 -1.48 0.28
H -0.39 -0.56 -2.01
C -1.47 0.66 -0.42
N -0.15 -0.43 1.20
*
```

For the HOMO energy (alpha / beta), the calculation gives -0.170 / -0.344 Ha. The value obtained for the HOMO-LUMO gap (alpha / beta) is 5.66 / 5.98 eV. Its relative energy (zero: lowest compared OMol25 entry of this formula, charge and spin) is 46.5 kcal/mol. Its lowest unoccupied orbital energy (alpha / beta) is 1.0 / -3.4 eV. Its expectation value of S² is 2.004. As for the total energy: -16715.619 eV.

No. 3
Below is a structure of composition C5H8NO at a distorted geometry, with properties calculated with wB97M-V/def2-TZVPD.

```
! wB97M-V def2-TZVPD RIJCOSX def2/J DEFGRID3
* xyz 1 1
N -0.95 -0.12 -1.03
C 1.37 -0.10 0.33
H -1.19 -2.06 0.14
C 0.78 -1.27 0.17
C -0.65 -1.15 0.07
H -0.31 -0.18 -1.80
O -1.20 0.00 1.14
H 2.40 -0.17 0.56
H 0.96 1.79 1.13
H -1.98 -0.19 -1.24
H 1.09 -2.14 0.59
H 1.31 1.73 -0.50
H -1.53 1.76 0.08
C 0.71 1.23 0.25
C -0.82 0.87 0.10
*
```

For the HOMO energy, the calculation gives -0.538 Ha. The value obtained for the HOMO-LUMO gap is 10.38 eV. Its relative energy (zero: lowest compared OMol25 entry of this formula, charge and spin) is 55.2 kcal/mol. Its lowest unoccupied orbital energy is -4.3 eV. As for the total energy: -8842.365 eV.